1.
The molecule C2H8NO2P. Source: the Open Molecules 2025 dataset; level of theory: ωB97M-V/def2-TZVPD.

```
14
Properties=species:S:1:pos:R:3:lowdin_charge:R:1
C -0.32096 1.70994 -0.52547 -0.085
C 1.06117 -1.11264 -0.70403 -0.130
N -0.16972 0.84072 0.72234 -0.154
O 0.07146 -1.01919 2.20541 -0.315
O -1.48484 -1.29772 0.39203 -0.181
P 0.02426 -0.74126 0.74983 0.409
H 0.37631 2.50941 -0.87394 0.077
H -0.53614 1.06164 -1.43368 0.085
H -1.20456 2.23146 -0.17466 0.065
H 0.36765 -0.83756 -1.46709 0.022
H 1.89061 -0.41663 -0.58270 0.059
H 0.06322 1.13091 1.57978 0.040
H 1.31144 -2.10984 -1.00853 0.049
H -1.44991 -1.94925 1.12071 0.058
```

Net charge ... 0
ΔE to the lowest compared entry with this formula, charge and spin ... 1.180 eV
Electronic energy ... -627.6126 Eh
SMILES string ... CN[P@@](C)(=O)O

=====

2.
A 2-piece molecular cluster, C2H8NO2P overall. Source: the Open Molecules 2025 dataset; level of theory: ωB97M-V/def2-TZVPD.

```
14
Properties=species:S:1:pos:R:3:lowdin_charge:R:1
C 1.25544 1.37562 -1.18709 -0.127
C 0.61599 0.54201 0.99967 -0.134
N 0.17242 0.97021 -0.31401 -0.482
O -2.14555 0.84357 0.59339 -0.503
O -3.06479 -2.02946 -0.24110 -0.006
P -1.43776 1.21169 -0.65190 0.827
H 1.56219 2.23580 -0.78328 0.040
H 2.04923 0.67164 -1.14396 0.080
H 0.91951 1.62271 -2.16332 0.068
H 1.21001 -0.41888 0.71748 0.108
H 1.32577 1.20258 1.57516 0.101
H -0.30275 0.09567 1.53770 0.091
H -3.43492 -1.57236 0.48710 0.015
H -2.67464 -1.39124 -0.72500 -0.078
```

Net charge ... 0
ΔE to the lowest compared entry with this formula, charge and spin ... 2.038 eV
Electronic energy ... -627.5811 Eh
SMILES string ... CN(C)P=O.O

=====

3.
A 2-piece molecular cluster, C2H8NO2P overall. Source: the Open Molecules 2025 dataset; level of theory: ωB97M-V/def2-TZVPD.

```
14
Properties=species:S:1:pos:R:3:lowdin_charge:R:1
C -0.58634 1.44365 -0.28061 -0.166
C 0.13590 0.15371 0.04434 -0.623
N -0.53372 -1.07129 -0.34151 -0.070
O 2.78190 0.75169 0.41811 -0.490
O 1.92890 -1.89330 -0.09609 -0.149
P 1.93030 0.19096 -0.62621 0.801
H 0.06280 2.28756 -0.05018 0.066
H -1.50960 1.55377 0.29199 0.070
H -0.83109 1.47621 -1.34224 0.070
H 0.13741 0.06453 1.57450 0.214
H -1.48255 -1.10350 0.02025 0.090
H 0.94046 -1.97927 -0.04164 0.023
H -0.58719 -1.12636 -1.35432 0.086
H 2.30579 -1.91739 0.79189 0.079
```

Net charge ... 0
ΔE to the lowest compared entry with this formula, charge and spin ... 3.265 eV
Electronic energy ... -627.5360 Eh

=====

4.
The molecule C2H8NO2P. Source: the Open Molecules 2025 dataset; level of theory: ωB97M-V/def2-TZVPD.

```
14
Properties=species:S:1:pos:R:3:lowdin_charge:R:1
C 0.02910 0.51776 -1.85274 -0.126
C -0.12192 1.19673 -0.56935 -0.348
N -0.87663 -1.44375 1.45349 -0.127
O 1.64538 -1.23101 1.76642 -0.312
O 0.67912 0.43464 0.35876 -0.407
P 0.60857 -1.28002 0.56329 0.755
H 1.03162 0.79207 -2.23790 0.100
H -0.21385 -0.50252 -1.59480 0.021
H -0.76620 0.98504 -2.50820 0.100
H -1.10536 1.34765 -0.22234 0.083
H 0.45761 2.21827 -0.43834 0.154
H -1.57610 -1.87977 0.95948 -0.015
H -1.06821 -0.55143 1.82270 0.011
H 1.27686 -0.60367 2.49955 0.112
```

Net charge ... 0
ΔE to the lowest compared entry with this formula, charge and spin ... 1.481 eV
Electronic energy ... -627.6016 Eh
SMILES string ... CCOP(N)O

=====

5.
A 2-piece molecular cluster, C2H8NO3 overall. Source: the Open Molecules 2025 dataset; level of theory: ωB97M-V/def2-TZVPD.

```
14
Properties=species:S:1:pos:R:3:lowdin_charge:R:1
C 0.80417 -0.13216 0.71490 -0.225
C -1.17823 -0.14674 0.18182 -0.314
N 1.18735 1.08221 -0.03192 0.163
O 1.33977 -1.20745 0.02147 -0.006
O -1.35405 -1.35628 -0.37327 0.038
O -1.35209 0.79262 -0.82610 0.007
H 1.06612 -0.16485 1.73250 0.131
H -1.68010 0.22278 1.12657 0.172
H 2.19075 1.22467 -0.08840 0.163
H 0.51778 0.86762 -0.90880 0.200
H 0.95336 1.91739 0.60958 0.211
H 0.84485 -1.41819 -0.80923 0.125
H -1.65973 -2.04671 0.29468 0.186
H -1.67996 0.36509 -1.64379 0.150
```

Net charge ... +1
ΔE to the lowest compared entry with this formula, charge and spin ... 3.226 eV
Electronic energy ... -361.1446 Eh

=====

6.
A 2-piece molecular cluster, C2H8NOPS overall. Source: the Open Molecules 2025 dataset; level of theory: ωB97M-V/def2-TZVPD.

```
14
Properties=species:S:1:pos:R:3:lowdin_charge:R:1
C -2.44314 -1.42520 -2.00249 -0.253
C 2.70885 1.71784 2.27000 -0.551
N -0.23687 -0.68229 -0.54005 -0.185
O -2.39340 0.68340 -0.12486 -0.420
P -1.60605 -0.00760 -1.16191 0.546
S 2.38746 -0.00796 1.92409 0.574
H -3.20072 -1.11711 -2.79093 0.052
H -1.59117 -2.03959 -2.51555 0.063
H -2.91791 -1.99724 -1.22746 0.018
H 1.78076 2.20552 2.62390 0.035
H 3.11304 2.12826 1.30577 0.045
H 3.51554 1.71223 3.01074 0.008
H 0.58418 -1.01407 -1.06394 0.045
H 0.29942 -0.15620 0.29270 0.022
```

Net charge ... 0
ΔE to the lowest compared entry with this formula, charge and spin ... 4.235 eV
Electronic energy ... -950.4683 Eh

=====

7.
A 2-piece molecular cluster, C2H8NOPS2 overall. Source: the Open Molecules 2025 dataset; level of theory: ωB97M-V/def2-TZVPD.

```
15
Properties=species:S:1:pos:R:3:lowdin_charge:R:1
C -0.63792 1.51364 2.42411 -0.203
C 0.49181 1.91210 -2.27682 -0.471
N -1.27883 -1.35218 0.31438 -0.259
O 0.16287 2.23723 1.95026 0.013
P -1.28852 0.12594 -0.52969 0.294
S -2.17429 -0.30161 -2.52391 0.299
S 0.69182 0.39497 -1.27945 0.415
H -1.45570 1.10803 1.78865 0.001
H -0.60010 0.99361 3.38096 0.076
H -3.20106 -0.92307 -2.00315 -0.252
H -0.28355 2.43092 -1.74029 -0.001
H 0.10147 1.51254 -3.24352 0.017
H 1.33973 2.59738 -2.43647 0.047
H -0.44684 -1.84639 0.36088 -0.003
H -1.69611 -1.19518 1.23649 0.029
```

Net charge ... 0
ΔE to the lowest compared entry with this formula, charge and spin ... 2.449 eV
Electronic energy ... -1348.6954 Eh
SMILES string ... CSP(N)S.C=O

=====

8.
A 2-piece molecular cluster, C2H8NOS overall. Source: the Open Molecules 2025 dataset; level of theory: ωB97M-V/def2-TZVPD.

```
13
Properties=species:S:1:pos:R:3:lowdin_charge:R:1
C -0.04478 1.81312 -0.49297 -0.433
C -0.44384 0.66247 0.43866 -0.675
S 0.79013 -0.78499 0.34710 0.201
N 0.69915 1.36860 -1.66605 -0.109
H 0.42372 2.45710 0.23461 0.076
H -1.08553 2.20010 -0.77818 0.096
H -1.36582 0.16698 0.10277 0.019
H -0.71298 1.04928 1.39758 0.021
H 0.78199 0.29966 -1.62811 -0.027
H 1.69003 1.74082 -1.51063 0.069
H -0.85152 -3.78300 1.69657 0.043
H 0.25251 -3.13895 0.82233 -0.084
O -0.13305 -4.05117 1.03633 -0.197
```

Net charge ... -1
ΔE to the lowest compared entry with this formula, charge and spin ... 0.855 eV
Electronic energy ... -609.1925 Eh

=====

9.
A 2-piece molecular cluster, C2H8NOS overall. Source: the Open Molecules 2025 dataset; level of theory: ωB97M-V/def2-TZVPD.

```
13
Properties=species:S:1:pos:R:3:lowdin_charge:R:1
O -1.97398 0.25211 -0.61874 0.100
C -0.98388 0.24932 0.05678 -0.197
C 0.35743 -0.04911 -0.60526 -0.082
N 0.11191 -0.08567 -2.08321 0.192
H -0.96419 0.42501 1.14133 0.096
H 1.14599 0.66512 -0.38838 0.142
H 0.67470 -1.04364 -0.28911 0.146
H 0.92577 -0.41747 -2.60644 0.182
H -0.69311 -0.70242 -2.26724 0.176
H -0.16144 0.83335 -2.43785 0.181
S 0.43407 0.44011 3.75254 0.512
H 1.31045 0.16945 2.77412 -0.239
H -0.18373 -0.73618 3.57148 -0.209
```

Net charge ... +1
ΔE to the lowest compared entry with this formula, charge and spin ... 1.214 eV
Electronic energy ... -608.9006 Eh

=====

10.
A 2-piece molecular cluster, C2H8NOS2 overall. Source: the Open Molecules 2025 dataset; level of theory: ωB97M-V/def2-TZVPD.

```
14
Properties=species:S:1:pos:R:3:lowdin_charge:R:1
C 0.78346 -0.56108 0.01873 -0.203
C -0.07564 -0.16527 -1.16155 -0.845
N -0.23922 0.58165 1.53075 0.105
O 0.59458 -1.77368 0.47402 0.112
S 0.04487 1.75773 -1.38650 0.739
S -1.85181 -0.67631 -0.92737 0.754
H 1.64262 0.02655 0.20802 0.124
H 0.34442 -0.45069 -2.03741 0.032
H -0.37791 1.59562 1.61758 0.095
H -1.21029 0.21350 1.60834 0.086
H 0.12680 0.35827 2.41693 0.067
H 0.97062 -1.94753 1.34747 0.161
H 1.35259 1.62265 -1.43686 -0.148
H -2.10510 -0.58140 -2.27215 -0.080
```

Net charge ... +1
ΔE to the lowest compared entry with this formula, charge and spin ... 2.005 eV
Electronic energy ... -1007.0512 Eh

=====

11.
An isolated ion of composition C2H8NOSi and charge -1. Source: the Open Molecules 2025 dataset; level of theory: ωB97M-V/def2-TZVPD.

```
13
Properties=species:S:1:pos:R:3:lowdin_charge:R:1
C 0.15116 0.88675 -1.49542 -0.234
C -1.05211 0.06173 1.34113 -0.209
N 0.54495 -1.65359 -0.25164 -0.149
O 1.48264 1.36777 1.12499 -0.482
Si 0.52693 0.40026 0.34230 0.286
H 0.76171 0.42263 -2.28644 -0.002
H -0.84855 0.54400 -1.69427 -0.020
H 0.10933 2.03002 -1.57437 0.024
H -0.89310 0.20858 2.40594 0.008
H -1.95487 0.39019 1.02000 -0.042
H -1.24017 -1.01509 1.31537 -0.004
H 1.04142 -1.97134 0.54949 -0.084
H 1.37066 -1.67191 -0.79709 -0.091
```

Net charge ... -1
ΔE to the lowest compared entry with this formula, charge and spin ... 1.299 eV
Electronic energy ... -500.5518 Eh
SMILES string ... C[Si](C)(N)[O-]

=====

12.
The molecule C2H8NPS. Source: the Open Molecules 2025 dataset; level of theory: ωB97M-V/def2-TZVPD.

```
13
Properties=species:S:1:pos:R:3:lowdin_charge:R:1
C 0.08054 -0.54668 -1.45747 -0.206
C 1.26619 0.13065 0.58945 -0.237
N 0.29782 -0.73713 -0.03758 -0.498
P -1.35577 -0.58415 0.93397 0.573
S -1.65024 1.49928 1.15909 0.303
H -0.01951 0.45205 -1.88892 0.082
H 0.83383 -0.99269 -2.00343 0.051
H -0.83778 -0.99691 -1.61746 0.027
H 0.82595 1.16217 0.66968 0.020
H 1.43993 -0.40064 1.55648 0.067
H 2.10927 -0.01326 -0.16620 0.102
H -0.53963 -0.75563 2.13951 -0.077
H -2.45059 1.78293 0.12287 -0.207
```

Net charge ... 0
ΔE to the lowest compared entry with this formula, charge and spin ... 0.768 eV
Electronic energy ... -875.2477 Eh
SMILES string ... CN(C)PS

=====

13.
An isolated ion of composition C2H8NS2 and charge +1. Source: the Open Molecules 2025 dataset; level of theory: ωB97M-V/def2-TZVPD.

```
13
Properties=species:S:1:pos:R:3:lowdin_charge:R:1
N -0.76097 1.01715 0.90374 0.175
C -0.54131 -0.45801 0.92545 -0.253
C 0.58390 -0.86673 0.01320 -0.472
S -0.09420 -0.61190 -1.69591 0.407
S 1.36367 -0.33477 -3.03861 0.365
H -1.64707 1.20102 1.40771 0.185
H -0.86922 1.45128 -0.01763 0.146
H -0.08562 1.54395 1.45881 0.177
H -1.50363 -0.89645 0.69291 0.126
H -0.37983 -0.79694 1.94627 0.141
H 1.49173 -0.28472 0.12416 0.084
H 0.79958 -1.93272 0.13473 0.094
H 1.64298 0.96884 -2.85481 -0.176
```

Net charge ... +1
ΔE to the lowest compared entry with this formula, charge and spin ... 0.065 eV
Electronic energy ... -931.8699 Eh
SMILES string ... [NH3+]CCSS

=====

14.
An isolated ion of composition C2H8NS2 and charge +1. Source: the Open Molecules 2025 dataset; level of theory: ωB97M-V/def2-TZVPD.

```
13
Properties=species:S:1:pos:R:3:lowdin_charge:R:1
C -0.06386 1.15726 1.22688 -0.328
N -0.66532 2.42171 1.58099 -0.031
H -0.67346 0.30742 1.50904 0.069
H 1.01223 1.18407 1.25504 0.067
H -1.55298 2.37588 1.06044 0.077
H -1.09415 2.25846 2.50141 0.108
C 0.74419 -2.70777 -1.31077 -0.290
S 0.59431 -1.04909 -0.32592 0.619
S -0.21546 1.03160 -0.88141 0.664
H 0.53660 -2.33116 -2.31360 0.034
H 1.61455 -3.35052 -1.34166 0.060
H -0.21518 -3.05753 -0.95262 0.018
H -0.02147 1.75967 -2.00782 -0.066
```

Net charge ... +1
ΔE to the lowest compared entry with this formula, charge and spin ... 4.850 eV
Electronic energy ... -931.6941 Eh

=====

15.
A 2-piece molecular cluster, C2H8O2 overall. Source: the Open Molecules 2025 dataset; level of theory: ωB97M-V/def2-TZVPD.

```
12
Properties=species:S:1:pos:R:3:lowdin_charge:R:1
C 7.71613 19.31635 13.16972 -0.174
O 8.72219 20.30583 13.09890 -0.134
H 6.77008 19.79721 12.94829 0.073
H 7.89282 18.48752 12.48183 0.075
H 7.68777 18.90293 14.18254 0.073
H 9.53626 19.89085 13.41628 0.027
C 11.26144 18.13498 15.31568 -0.132
O 11.08331 18.81904 14.07480 -0.135
H 12.20719 17.60047 15.32664 0.078
H 11.22184 18.84859 16.14678 0.081
H 10.39359 17.49933 15.46648 0.080
H 11.78442 19.47556 14.01147 0.088
```

Net charge ... 0
ΔE to the lowest compared entry with this formula, charge and spin ... 0.595 eV
Electronic energy ... -231.4405 Eh
SMILES string ... CO.CO

=====

16.
A 2-piece molecular cluster, C2H8O2 overall. Source: the Open Molecules 2025 dataset; level of theory: ωB97M-V/def2-TZVPD.

```
12
Properties=species:S:1:pos:R:3:lowdin_charge:R:1
C 0.76993 -0.42410 -0.85111 -0.302
O 0.59466 0.57911 0.17017 -0.116
C -0.52257 -0.66063 -1.60314 -0.094
H 1.49906 0.04406 -1.51600 0.109
H 1.20345 -1.29325 -0.36492 0.105
H -0.14911 0.41039 0.75978 0.040
H -0.86633 0.25822 -2.06204 0.070
H -0.43523 -1.40823 -2.39520 0.074
H -1.29280 -0.93104 -0.87831 0.073
H -0.94843 1.43494 3.12560 0.053
H 0.47871 1.25017 2.76644 0.042
O -0.33133 0.74037 2.84873 -0.054
```

Net charge ... 0
ΔE to the lowest compared entry with this formula, charge and spin ... 0.000 eV
Electronic energy ... -231.4623 Eh
SMILES string ... CCO.O

=====

17.
A 2-piece molecular cluster, C2H8O2 overall. Source: the Open Molecules 2025 dataset; level of theory: ωB97M-V/def2-TZVPD.

```
12
Properties=species:S:1:pos:R:3:lowdin_charge:R:1
O -0.72789 0.15730 -1.20291 -0.243
C 0.00000 0.00000 0.00000 -0.148
C 0.10305 0.64864 -2.24702 -0.130
H 0.72354 0.83026 0.06142 0.027
H 0.55203 -0.95296 0.06104 0.096
H -0.68488 0.06569 0.86211 0.092
H 0.46824 1.67261 -2.06069 0.082
H -0.50062 0.65295 -3.17015 0.088
H 0.97258 -0.01290 -2.39838 0.088
O 1.40246 1.61031 1.36435 -0.104
H 0.85198 1.41355 2.15586 0.075
H 0.94998 2.36835 0.92973 0.075
```

Net charge ... 0
ΔE to the lowest compared entry with this formula, charge and spin ... 1.415 eV
Electronic energy ... -231.4103 Eh
SMILES string ... COC.O

=====

18.
A 2-piece molecular cluster, C2H8O2 overall. Source: the Open Molecules 2025 dataset; level of theory: ωB97M-V/def2-TZVPD.

```
12
Properties=species:S:1:pos:R:3:lowdin_charge:R:1
C 1.29326 -0.83920 -0.51247 -0.191
O 0.79673 -2.07516 -0.14351 -0.102
H 2.17287 -0.64632 0.10168 0.091
H 1.51319 -0.74017 -1.57545 0.083
H 0.55601 -0.04062 -0.42976 0.011
H 1.40032 -2.81132 -0.26739 0.083
C -0.96666 1.10122 0.32993 -0.195
O -1.91428 1.96800 0.93232 -0.103
H -0.69848 0.20832 0.89466 0.070
H -1.33674 0.65929 -0.59519 0.087
H -0.05743 1.69741 0.25285 0.090
H -2.75879 1.51854 1.01232 0.075
```

Net charge ... 0
ΔE to the lowest compared entry with this formula, charge and spin ... 1.178 eV
Electronic energy ... -231.4190 Eh
SMILES string ... CO.CO

=====

19.
A 3-piece molecular cluster, C2H8O4 overall. Source: the Open Molecules 2025 dataset; level of theory: ωB97M-V/def2-TZVPD.

```
14
Properties=species:S:1:pos:R:3:lowdin_charge:R:1
O -0.00762 -1.01366 -1.01522 0.082
C -0.80692 -1.33403 -0.17351 -0.582
O -0.67465 -0.93864 1.10926 0.077
C -1.93599 -2.29491 -0.34007 0.004
H -0.09483 -0.15273 1.06968 0.051
H -2.62931 -1.89227 -1.07739 0.089
H -2.42731 -2.52993 0.58369 0.076
H -1.65600 -3.19002 -0.89920 0.090
H 2.10803 0.75732 1.33875 0.068
H 1.15798 1.37187 0.34068 0.035
O 1.17797 0.98367 1.23328 -0.039
H 2.64183 3.05361 -0.52365 0.044
H 1.44986 4.01059 -1.01585 0.047
O 1.69697 3.16914 -0.63044 -0.041
```

Net charge ... 0
ΔE to the lowest compared entry with this formula, charge and spin ... 0.485 eV
Electronic energy ... -381.9801 Eh
SMILES string ... CC(=O)O.O.O